{"formula": "C9H4I2NORuSe3Te", "method": "wB97M-V/def2-TZVPD", "total_charge": 1, "largest_force_ha_per_bohr": 0.0126, "energy_ev": -235044.0502, "symbols": ["Ru", "Se", "Se", "Te", "Se", "I", "C", "C", "C", "I", "C", "C", "C", "C", "N", "C", "C", "O", "H", "H", "H", "H"], "coordinates": [[0.832, -1.472, -2.005], [-0.894, -2.978, -2.241], [-0.050, -2.281, -4.180], [2.975, -3.069, -1.948], [3.081, -0.732, -2.286], [-1.713, 2.910, -2.871], [-1.163, 1.987, -1.087], [-1.500, 2.572, 0.145], [-1.149, 1.997, 1.339], [-1.704, 2.952, 3.119], [-0.427, 0.775, 1.355], [-0.010, 0.077, 2.507], [0.675, -1.104, 2.393], [0.956, -1.613, 1.121], [0.589, -0.983, 0.024], [-0.102, 0.193, 0.110], [-0.463, 0.795, -1.124], [-0.127, 0.189, -2.257], [-2.051, 3.502, 0.135], [-0.239, 0.484, 3.483], [0.996, -1.652, 3.267], [1.487, -2.549, 1.001]]}